The following is a quantum chemistry calculation of 3 unconnected molecules or ions with the total composition C25H49N4O2, from OMol25.

```
80
Properties=species:S:1:pos:R:3:mulliken_spin:R:1
C 3.38 -2.49 0.88 0.00
C 2.17 -2.08 0.54 0.00
C 1.02 -3.04 0.48 0.00
C -0.06 -2.88 -0.52 0.00
N -1.12 -3.47 -0.14 0.00
C -1.00 -4.07 1.24 0.00
C -0.87 -5.60 1.24 0.00
N 0.41 -6.23 1.02 0.00
C 0.17 -3.22 1.76 -0.02
H 4.15 -1.80 1.19 0.00
H 3.64 -3.54 0.87 0.00
H 2.00 -1.03 0.34 0.00
H 1.44 -4.02 0.19 0.00
H -0.01 -2.36 -1.47 0.00
H -1.98 -3.49 -0.67 0.00
H -1.92 -3.84 1.77 0.00
H -1.57 -6.01 0.50 0.00
H -1.24 -5.92 2.21 0.00
H 1.15 -5.86 1.60 0.00
H 0.71 -6.26 0.05 0.00
H -0.26 -2.24 1.99 0.02
H 0.72 -3.60 2.61 0.00
C -1.52 2.03 -4.65 0.02
C -0.03 2.42 -4.69 -0.01
C 0.51 2.34 -6.12 0.03
C 0.67 0.91 -6.63 -0.02
C 1.51 0.07 -5.67 0.03
C 1.00 0.11 -4.23 -0.02
N 0.80 1.53 -3.81 0.41
O 1.89 2.08 -3.41 0.55
C -0.29 -0.71 -4.08 0.04
C 2.03 -0.52 -3.29 -0.02
C 0.08 3.85 -4.16 -0.01
H -2.12 2.92 -4.82 0.00
H -1.80 1.30 -5.40 0.00
H -1.80 1.64 -3.67 -0.01
H 1.49 2.84 -6.15 0.00
H -0.15 2.90 -6.77 0.00
H -0.30 0.44 -6.79 0.00
H 1.16 0.93 -7.60 0.00
H 1.55 -0.97 -6.00 0.00
H 2.54 0.44 -5.68 0.00
H -0.73 -0.55 -3.10 -0.02
H -0.04 -1.77 -4.19 0.00
H -1.05 -0.50 -4.83 0.00
H 3.01 -0.07 -3.39 0.00
H 2.12 -1.59 -3.53 0.00
H 1.71 -0.42 -2.25 0.01
H -0.27 3.91 -3.13 0.00
H -0.54 4.50 -4.78 0.00
H 1.10 4.21 -4.20 0.00
C 0.35 3.02 2.92 0.01
C -0.17 1.58 2.96 0.00
C -1.64 1.51 2.51 0.04
C -2.61 2.09 3.53 -0.02
C -2.42 1.44 4.90 0.03
C -0.98 1.50 5.41 0.00
N -0.08 0.97 4.33 0.44
O -0.03 -0.31 4.30 0.50
C -0.59 2.92 5.83 0.02
C -0.82 0.61 6.64 0.00
C 0.71 0.75 2.04 -0.04
H 0.75 3.23 1.92 0.00
H -0.42 3.76 3.11 0.00
H 1.15 3.17 3.63 -0.01
H -1.90 0.46 2.32 0.00
H -1.73 2.04 1.55 0.00
H -2.49 3.18 3.60 0.00
H -3.63 1.92 3.19 0.00
H -3.06 1.93 5.64 0.00
H -2.73 0.40 4.85 0.01
H 0.47 2.98 6.05 -0.01
H -1.14 3.17 6.73 0.00
H -0.83 3.67 5.09 0.00
H -1.16 -0.41 6.45 0.00
H -1.41 1.03 7.45 0.00
H 0.22 0.57 6.96 0.00
H 1.75 0.76 2.36 0.00
H 0.66 1.15 1.02 0.00
H 0.37 -0.29 2.02 0.04
```

The LUMO energy (alpha / beta) comes out at -4.036 / -4.037 eV. The HOMO-LUMO gap (alpha / beta) is 6.22 / 7.40 eV. Its highest occupied orbital energy (alpha / beta) is -10.3 / -11.4 eV. The max |F| is 0.8 eV/Å. The energy above the lowest of the compared OMol25 structures with the same formula, charge and spin comes out at 0.000 eV. The calculation puts the total energy at -36765.0139 eV. The charge is +1. Its spin multiplicity is 3.

The following is a quantum chemistry calculation of a molecular structure, C15H48N9O8Ti in a non-equilibrium geometry, from OMol25.

```
81
Properties=species:S:1:pos:R:3:mulliken_spin:R:1
Ti 0.77 -1.41 -1.21 3.17
O 0.27 -0.51 0.44 -0.58
H -0.14 -0.25 1.25 0.06
C 0.69 2.88 -2.30 0.01
O 1.14 3.92 -2.67 0.00
N -0.46 2.34 -2.81 0.01
N 1.26 2.15 -1.32 0.02
H -0.41 1.36 -2.98 0.06
H -0.86 2.84 -3.60 0.00
H 1.83 2.75 -0.70 0.00
H 0.65 1.55 -0.72 0.00
C 4.04 -0.88 0.94 0.02
O 5.12 -0.97 0.40 0.00
N 3.46 -1.51 2.02 0.00
N 3.03 -0.07 0.38 0.05
H 3.75 -2.47 2.00 0.00
H 2.47 -1.36 2.12 0.00
H 3.19 0.66 -0.32 0.01
H 2.01 -0.29 0.56 -0.03
C -1.44 -3.37 1.76 0.01
O -1.87 -4.48 1.77 0.00
N -0.09 -2.99 1.90 0.03
N -2.16 -2.25 1.69 0.00
H 0.49 -3.68 1.45 -0.01
H 0.19 -2.14 1.40 -0.03
H -1.69 -1.48 1.21 0.02
H -3.01 -2.35 1.18 0.00
C 3.17 -4.33 -2.87 0.01
C 3.50 -3.12 -1.98 0.00
C 3.69 -1.80 -2.73 0.01
O 2.51 -1.23 -3.13 -0.01
C 2.71 0.11 -3.59 0.05
N 2.50 -3.08 -0.91 0.05
H 2.45 -4.01 -3.65 0.00
H 2.74 -5.20 -2.33 0.00
H 4.12 -4.68 -3.24 0.00
H 4.49 -3.29 -1.53 0.00
H 4.36 -2.03 -3.58 0.00
H 4.11 -1.13 -2.01 0.00
H 2.82 0.63 -2.63 -0.01
H 1.74 0.51 -3.96 -0.01
H 3.51 0.28 -4.34 0.00
H 2.83 -2.69 -0.04 -0.05
H 2.01 -3.98 -0.73 0.03
C 2.22 2.45 2.57 0.00
C 0.67 2.54 2.50 -0.01
C 0.04 1.75 3.63 0.00
O 0.07 0.37 3.24 0.00
C -0.57 -0.52 4.16 0.00
N 0.33 3.93 2.57 0.00
H 2.85 2.83 1.72 0.00
H 2.41 1.42 2.71 0.00
H 2.59 2.93 3.44 0.00
H 0.25 2.11 1.56 -0.01
H -0.97 2.13 3.63 0.00
H 0.61 1.97 4.59 0.00
H -0.51 -1.56 3.81 0.00
H -1.59 -0.15 4.27 0.00
H -0.11 -0.45 5.16 0.00
H -0.67 4.10 2.66 0.00
H 0.84 4.44 3.29 0.00
C -6.87 1.38 -1.62 0.00
C -5.88 1.60 -0.43 0.00
C -4.40 1.46 -0.77 -0.01
O -3.63 1.57 0.45 -0.01
C -2.38 2.17 0.27 -0.04
N -6.07 2.93 0.21 0.00
H -6.59 1.87 -2.56 0.00
H -7.86 1.74 -1.26 0.00
H -6.98 0.26 -1.87 0.00
H -6.03 0.77 0.22 0.00
H -4.11 2.15 -1.56 0.00
H -4.28 0.43 -1.12 0.01
H -1.62 1.43 0.18 0.05
H -2.15 2.80 1.16 0.00
H -2.35 2.86 -0.59 0.00
H -5.41 2.92 0.99 0.00
H -7.01 3.16 0.60 0.00
O 0.05 -3.70 -2.54 0.03
H -0.72 -3.09 -2.47 0.11
H 0.36 -3.91 -3.43 0.00
```

The LUMO energy (alpha / beta) comes out at 0.188 / -0.436 eV. The HOMO-LUMO gap (alpha / beta) is 5.89 / 8.79 eV. Its highest occupied orbital energy (alpha / beta) is -5.7 / -9.2 eV. The max |F| is 4.3 eV/Å. The calculation puts the total energy at -69238.4207 eV. Its spin multiplicity is 4.

The following is a quantum chemistry calculation of a molecular structure, C18H14Cl2N3O3SSe2Tc, from OMol25.

```
44
Properties=species:S:1:pos:R:3:mulliken_spin:R:1
Tc 0.08 -0.17 -0.03 2.60
Se -1.48 2.99 0.14 0.02
Se -2.15 1.34 1.68 0.09
C -0.46 1.13 2.52 0.06
C -0.25 1.51 3.82 -0.01
C 1.01 1.33 4.39 0.03
C 2.03 0.77 3.63 -0.01
C 1.76 0.38 2.33 0.04
N 0.53 0.56 1.80 -0.05
C -1.85 1.88 -1.37 0.01
C -2.69 2.29 -2.39 0.00
C -2.93 1.43 -3.46 0.02
C -2.34 0.18 -3.48 -0.02
C -1.51 -0.17 -2.44 0.03
N -1.26 0.67 -1.41 0.04
H -1.06 1.97 4.38 0.00
H 1.19 1.63 5.41 0.00
H 3.02 0.61 4.03 0.00
H 2.52 -0.08 1.72 0.00
H -3.16 3.26 -2.33 0.00
H -3.59 1.74 -4.26 0.00
H -2.52 -0.52 -4.29 0.00
H -1.03 -1.15 -2.42 0.01
Cl 4.45 0.09 -0.17 0.00
C 3.46 0.30 -1.55 0.01
Cl 1.80 1.16 -1.11 0.02
H 3.18 -0.63 -2.01 0.00
H 3.86 1.05 -2.23 0.00
O 3.24 -2.77 1.40 0.00
S 2.34 -2.94 0.32 0.00
O 2.73 -2.76 -1.04 0.00
N 1.01 -1.85 0.58 -0.03
C -0.15 -2.51 0.61 0.06
O -1.15 -1.67 0.47 0.04
C -0.08 -3.94 0.65 -0.01
C -1.09 -4.88 0.76 0.01
C -0.72 -6.22 0.77 0.00
C 0.62 -6.59 0.67 0.02
C 1.64 -5.65 0.54 0.00
C 1.27 -4.33 0.54 0.01
H -2.13 -4.59 0.86 0.00
H -1.48 -6.99 0.86 0.00
H 0.87 -7.64 0.68 0.00
H 2.68 -5.96 0.45 0.00
```

The LUMO energy (alpha / beta) comes out at -11.882 / -12.376 eV. The HOMO-LUMO gap (alpha / beta) is 6.30 / 5.74 eV. Its highest occupied orbital energy (alpha / beta) is -18.2 / -18.1 eV. The max |F| is 0.9 eV/Å. The energy above the lowest of the compared OMol25 structures with the same formula, charge and spin comes out at 0.242 eV. The calculation puts the total energy at -198247.8373 eV. The charge is +3. Its spin multiplicity is 4.

The following is a quantum chemistry calculation of a gas-phase ion, C5H2N (charge +1) in a non-equilibrium geometry, from OMol25.

```
8
Properties=species:S:1:pos:R:3:nbo_charge:R:1
C 2.71 -0.08 0.13 -0.37
C 3.53 -0.94 -0.07 0.42
C -1.61 -1.10 0.02 0.12
C -0.60 -0.38 -0.02 0.21
C 1.47 0.92 -0.02 0.24
N 0.38 0.40 0.04 -0.22
H -2.59 -1.44 0.21 0.28
H 1.90 1.98 -0.23 0.32
```

The LUMO energy (alpha / beta) comes out at -7.438 / -8.347 eV. The HOMO-LUMO gap (alpha / beta) is 8.17 / 7.46 eV. Its highest occupied orbital energy (alpha / beta) is -15.6 / -15.8 eV. The max |F| is 7.8 eV/Å. The energy above the lowest of the compared OMol25 structures with the same formula, charge and spin comes out at 3.446 eV. The calculation puts the total energy at -6689.3014 eV. The charge is +1. Its spin multiplicity is 1.

The following is a quantum chemistry calculation of a molecular structure, H26O13 in a non-equilibrium geometry, from OMol25.

```
39
Properties=species:S:1:pos:R:3:nbo_charge:R:1
O -48.38 -41.79 -13.23 -1.02
H -48.88 -42.66 -13.74 0.53
H -48.15 -41.05 -13.87 0.51
O -47.92 -37.10 -13.43 -0.91
H -48.93 -36.96 -13.77 0.47
H -47.50 -36.48 -13.69 0.45
O -47.40 -39.54 -14.74 -1.00
H -47.79 -39.62 -15.72 0.51
H -47.74 -38.89 -14.12 0.51
O -49.28 -40.37 -10.48 -0.88
H -49.06 -41.33 -10.36 0.50
H -50.05 -40.39 -10.86 0.48
O -44.26 -38.98 -12.50 -0.92
H -45.00 -38.84 -12.06 0.47
H -43.67 -38.54 -12.11 0.44
O -45.84 -36.53 -12.23 -0.99
H -46.16 -36.72 -11.30 0.50
H -46.15 -37.32 -12.65 0.46
O -44.30 -39.67 -9.64 -0.95
H -43.54 -39.30 -10.01 0.47
H -44.59 -40.48 -10.21 0.48
O -46.89 -39.19 -11.56 -0.95
H -46.83 -39.68 -10.78 0.49
H -47.48 -39.63 -12.11 0.46
O -50.39 -40.34 -13.87 -0.97
H -50.42 -39.48 -14.27 0.46
H -49.50 -40.55 -13.48 0.47
O -46.12 -42.04 -11.44 -0.98
H -46.90 -41.94 -12.03 0.52
H -45.33 -41.84 -11.96 0.51
O -48.68 -39.02 -8.86 -1.02
H -48.73 -38.14 -9.45 0.45
H -48.75 -39.80 -9.50 0.47
O -46.12 -37.04 -9.46 -0.96
H -46.53 -37.83 -9.02 0.51
H -45.21 -37.17 -9.38 0.47
O -47.05 -41.94 -9.29 -0.98
H -46.77 -42.09 -10.18 0.46
H -46.15 -41.71 -8.91 0.47
```

The LUMO energy comes out at -0.432 eV. The HOMO-LUMO gap is 9.23 eV. Its highest occupied orbital energy is -9.7 eV. The max |F| is 18.2 eV/Å. The energy above the lowest of the compared OMol25 structures with the same formula, charge and spin comes out at 7.584 eV. The calculation puts the total energy at -27034.3629 eV. Its spin multiplicity is 1.